[1]
Formula: C40H70N10O8P2V2
Source: the OMol25 dataset
Level of theory: wB97M-V/def2-TZVPD

Geometry as XYZ:
```
132
Properties=species:S:1:pos:R:3:forces:R:3:mulliken_spin:R:1
V -1.795 0.350 0.003 -2.1 2.1 -0.6 2.802
V 1.691 0.794 -1.353 -1.4 2.0 -1.0 2.834
P -4.164 0.773 -0.384 -2.6 7.4 4.7 0.018
O -3.476 1.126 0.949 1.8 -2.9 7.2 -0.002
O -5.575 1.338 -0.139 -0.5 -2.7 -2.3 0.006
O -3.575 -0.583 -0.571 -0.1 -4.5 -2.7 0.016
O -3.252 1.899 -0.881 2.1 0.7 -7.5 -0.074
P 0.533 -0.224 0.483 -1.0 1.0 -1.0 -0.044
O 0.044 -0.419 -0.920 -1.6 -8.6 -7.8 -0.081
O 0.177 1.198 0.045 1.5 8.7 5.1 0.110
O 2.027 -0.341 0.233 2.5 -1.3 3.1 0.070
O -0.578 -0.726 1.357 1.3 -1.5 2.6 0.097
C -0.810 -5.286 1.450 0.4 -0.5 0.5 0.002
C -0.695 -3.838 1.108 1.4 -0.2 -0.2 0.022
C -0.234 -3.677 -0.351 -3.0 0.6 0.0 0.013
C 1.136 -3.412 -0.636 0.0 -0.6 0.1 0.007
N 2.230 -3.265 -0.928 1.0 0.1 -0.1 0.002
H -0.838 -5.370 2.536 -0.2 -0.4 0.1 0.000
H 0.062 -5.825 1.078 0.0 -0.3 0.0 0.000
H -1.726 -5.682 1.011 0.1 -0.3 0.0 0.000
H 0.162 -3.388 1.608 -0.8 0.3 1.0 -0.014
H -1.678 -3.438 1.357 0.5 1.0 -0.4 0.001
H -0.789 -2.793 -0.663 0.1 0.3 -0.6 0.040
H -0.637 -4.539 -0.883 0.4 0.0 -0.5 0.000
C 7.766 -0.956 -0.674 0.3 1.6 -0.1 0.000
C 6.869 0.271 -0.278 -0.3 -0.6 -1.0 0.002
C 5.346 0.008 -0.110 0.0 0.4 0.2 -0.012
C 4.531 0.252 -1.304 0.0 -0.5 -1.1 -0.021
N 3.908 0.394 -2.271 0.7 0.1 1.1 0.033
H 8.019 -1.517 0.226 -0.1 -0.3 -0.3 0.000
H 8.662 -0.492 -1.088 0.6 0.1 0.6 0.000
H 7.543 -1.564 -1.551 -1.1 -0.2 0.4 0.000
H 6.967 1.072 -1.011 0.0 -0.2 -0.4 0.000
H 7.291 0.758 0.600 -0.2 -0.5 0.4 0.000
H 4.941 0.722 0.607 -0.1 -0.1 0.3 -0.007
H 5.101 -0.992 0.250 0.1 0.0 0.0 0.002
C 5.162 3.902 1.826 0.1 -0.9 0.3 0.001
C 3.874 4.618 2.142 -0.6 1.3 0.1 0.002
C 2.985 5.004 0.932 0.3 -1.2 -0.6 0.002
C 2.805 3.856 -0.011 -0.8 -2.9 -1.7 0.040
N 2.636 2.904 -0.692 0.8 3.0 2.3 0.013
H 5.898 4.105 2.604 0.2 0.2 -0.2 0.000
H 5.587 4.084 0.838 0.0 0.4 0.0 0.000
H 5.012 2.823 1.875 -0.1 -0.1 -0.1 -0.001
H 4.100 5.583 2.596 0.2 0.2 0.0 0.000
H 3.310 4.147 2.947 -0.2 -0.5 -0.4 0.000
H 3.478 5.783 0.351 0.1 0.1 0.0 0.002
H 1.997 5.369 1.213 0.0 -0.1 0.2 0.002
C -1.427 0.778 -6.067 -0.2 0.7 0.3 0.000
C -2.015 2.049 -5.393 0.9 0.9 -0.6 -0.001
C -1.973 2.134 -3.850 -0.5 -0.7 -0.9 0.001
C -0.620 2.308 -3.333 2.3 -0.3 1.2 -0.019
N 0.440 2.473 -2.863 -2.2 -0.5 -1.0 0.037
H -0.469 0.471 -5.647 0.1 0.2 -0.1 0.002
H -1.331 0.981 -7.133 0.3 0.0 -0.1 0.000
H -2.097 -0.080 -6.021 -0.2 0.1 0.4 0.000
H -2.951 2.257 -5.910 -0.7 -0.4 0.9 0.000
H -1.509 2.977 -5.659 0.8 -0.2 -0.7 0.000
H -2.446 1.205 -3.531 0.1 0.3 1.2 0.011
H -2.463 3.012 -3.430 -0.8 -0.4 0.0 0.008
C 0.693 -3.838 -4.807 0.2 0.9 0.4 -0.001
C -0.491 -2.885 -4.978 0.4 -0.4 -0.7 0.005
C -0.583 -1.886 -3.820 -0.3 0.4 0.2 0.013
C 0.584 -0.994 -3.699 2.8 2.3 -0.3 0.018
N 1.460 -0.192 -3.728 -3.1 -3.0 0.0 0.028
H 1.576 -3.199 -4.801 0.3 -0.2 0.3 0.000
H 0.854 -4.551 -5.615 -0.4 -0.1 0.1 0.000
H 0.588 -4.313 -3.832 0.3 -0.3 -0.1 0.000
H -1.378 -3.501 -5.131 -0.4 0.4 0.5 0.000
H -0.342 -2.362 -5.922 -0.1 0.3 0.0 0.002
H -0.818 -2.353 -2.863 0.6 -0.2 0.1 0.009
H -1.407 -1.175 -3.893 -0.3 -0.1 -0.5 -0.009
C 0.805 1.786 5.765 0.1 -0.7 -0.1 0.000
C 0.833 1.316 4.298 -0.1 0.3 0.3 0.003
C -0.222 2.067 3.482 -0.4 -0.2 0.2 -0.168
C 0.020 3.535 3.411 0.0 0.1 -0.4 -0.001
N 0.222 4.672 3.297 0.0 -1.2 0.2 0.000
H 1.621 1.340 6.333 0.6 0.6 -0.1 0.000
H -0.031 1.378 6.334 -0.6 0.0 -0.5 0.000
H 0.721 2.871 5.827 0.5 0.0 0.2 0.000
H 0.669 0.238 4.280 -0.5 0.0 -0.2 0.000
H 1.791 1.426 3.790 0.4 0.3 0.3 -0.001
H -1.178 1.859 3.961 -0.3 0.5 0.0 -0.005
H -0.342 1.647 2.483 0.2 0.3 -0.3 0.148
C -2.648 6.592 -2.471 1.9 0.8 0.9 0.000
C -1.256 5.884 -2.166 -0.9 -1.1 0.4 0.000
C -0.943 5.573 -0.659 -1.3 -0.5 -0.4 0.004
C -2.099 5.085 0.062 -4.6 -1.7 2.8 0.000
N -3.005 4.661 0.703 3.3 1.9 -2.4 -0.001
H -2.718 6.834 -3.531 -0.1 -0.1 0.0 0.000
H -2.596 7.517 -1.896 -0.1 0.5 -0.3 0.000
H -3.579 6.170 -2.093 0.5 -0.9 -0.2 0.000
H -0.343 6.349 -2.539 -0.4 0.8 -0.3 0.000
H -1.261 4.939 -2.709 0.0 -0.2 0.2 0.000
H -0.646 6.434 -0.060 0.7 0.1 -0.4 0.000
H -0.341 4.677 -0.509 1.1 0.4 -0.5 -0.002
C 2.087 -4.062 3.633 1.6 0.0 -0.2 0.000
C 2.318 -2.562 3.852 -0.7 0.3 -0.1 -0.001
C 3.322 -1.992 2.807 0.3 -0.7 0.3 -0.003
C 4.756 -2.319 2.988 -1.4 0.1 0.3 0.000
N 5.876 -2.497 3.121 1.0 -0.2 0.1 0.000
H 3.071 -4.490 3.822 0.1 -0.6 0.2 0.000
H 1.936 -4.277 2.576 -0.4 0.1 0.0 0.000
H 1.371 -4.612 4.244 -0.2 0.5 0.0 0.000
H 2.588 -2.332 4.883 0.4 -0.1 0.0 0.000
H 1.369 -2.042 3.721 0.0 0.2 -0.3 0.001
H 3.334 -0.906 2.723 -0.6 0.0 -0.1 0.002
H 3.058 -2.453 1.855 -0.2 0.5 -0.3 0.003
C -3.331 -4.492 -2.654 -0.1 -1.6 -0.7 0.002
C -3.789 -3.113 -2.381 1.5 0.6 2.5 -0.007
C -5.059 -2.648 -2.986 -0.9 -0.4 0.6 0.001
C -4.786 -2.292 -4.345 -0.1 1.3 -1.8 0.000
N -4.490 -1.944 -5.408 -0.2 -0.5 0.8 0.000
H -3.638 -5.148 -1.840 0.2 -0.2 0.1 0.000
H -2.251 -4.577 -2.783 0.0 0.0 0.0 -0.001
H -3.803 -4.928 -3.534 0.1 0.0 -0.4 0.000
H -2.963 -2.411 -2.492 -0.4 0.3 -0.4 0.014
H -3.890 -3.072 -1.297 -0.3 0.4 0.1 -0.001
H -5.513 -1.874 -2.368 0.4 0.7 -0.4 0.001
H -5.816 -3.432 -2.954 0.0 -0.3 -0.2 0.000
C -5.216 -1.865 5.640 0.5 -1.2 -0.5 0.000
C -4.129 -1.998 4.485 -0.1 1.7 0.2 -0.001
C -4.018 -0.689 3.631 -1.4 0.1 0.9 -0.032
C -3.788 0.504 4.476 -0.2 -3.1 -2.7 0.001
N -3.565 1.378 5.146 0.6 2.6 2.2 0.000
H -5.003 -1.158 6.442 0.3 0.5 -0.5 0.000
H -5.359 -2.788 6.202 0.4 -0.5 -0.1 0.000
H -6.232 -1.713 5.276 0.2 0.6 -0.4 0.000
H -4.338 -2.721 3.696 -0.3 -0.5 0.6 0.000
H -3.115 -2.160 4.851 -0.2 -0.5 0.5 0.000
H -5.017 -0.564 3.215 0.0 0.4 -0.4 -0.001
H -3.357 -0.718 2.765 0.2 0.2 0.1 0.055
```
Positions in Å, forces in eV/Å.

Output
E_LUMO (alpha / beta) ... 3.5 / 3.5 eV
Orbital gap (alpha / beta) ... 2.8 / 2.9 eV
⟨S²⟩ ... 12.0175
Charge ... -2
HOMO energy (alpha / beta) ... 0.7 / 0.7 eV
Spin multiplicity ... 7
Calculated total energy ... -5286.3790 Eh

[2]
Formula: C40H70N9O
Source: the OMol25 dataset
Level of theory: wB97M-V/def2-TZVPD

Geometry as XYZ:
```
120
Properties=species:S:1:pos:R:3:forces:R:3:mulliken_spin:R:1
C 25.484 -10.805 16.378 0.2 0.4 -1.0 0.002
C 25.271 -12.157 16.941 -0.2 -1.6 1.2 0.001
N 25.516 -13.420 16.079 0.2 1.3 0.1 -0.010
C 27.074 -13.498 15.930 -1.4 -0.5 -0.3 -0.084
C 24.972 -14.618 16.932 1.1 0.4 1.2 0.006
C 25.675 -14.710 18.365 -0.4 0.0 -0.3 0.005
C 24.784 -13.186 14.693 0.0 -1.5 0.5 0.000
C 24.414 -14.460 13.938 1.5 -0.5 -0.4 0.000
O 25.615 -15.066 13.507 0.5 -1.3 -0.4 0.000
C 25.522 -16.312 12.760 0.0 0.7 -1.2 0.000
H 26.511 -10.680 16.034 0.0 0.2 -0.1 0.004
H 25.286 -10.056 17.144 0.0 -0.1 0.1 0.000
H 24.805 -10.588 15.553 0.1 0.0 -0.1 0.001
H 24.274 -12.260 17.370 -0.2 0.0 -0.3 -0.001
H 25.951 -12.349 17.771 0.0 0.3 0.1 0.002
H 27.496 -13.460 16.934 -0.2 -0.4 -0.1 0.057
H 27.501 -12.646 15.400 -0.6 0.1 -0.3 0.007
H 27.282 -14.409 15.369 0.2 0.0 0.2 0.008
H 25.084 -15.540 16.361 0.3 0.2 0.0 0.000
H 23.913 -14.448 17.121 0.0 0.1 -0.3 0.000
H 26.765 -14.703 18.394 0.0 0.1 -0.5 0.008
H 25.435 -15.616 18.920 -0.4 -0.3 -0.7 0.000
H 25.328 -13.961 19.076 -0.2 0.4 -0.4 0.001
H 25.453 -12.546 14.118 -0.3 0.0 0.0 0.001
H 23.786 -12.770 14.831 0.3 0.8 0.8 0.000
H 23.836 -14.190 13.054 -0.4 0.2 0.1 0.000
H 23.855 -15.169 14.550 -0.4 0.1 0.1 0.000
H 24.816 -17.066 13.110 0.3 0.1 0.8 0.000
H 26.503 -16.683 12.463 0.5 -0.1 1.5 0.000
H 25.245 -16.208 11.710 -1.0 1.1 -0.2 0.000
C 27.942 -11.145 12.180 0.8 0.2 0.5 0.001
C 29.016 -11.251 13.305 -2.2 1.1 -1.1 -0.015
C 29.852 -12.477 13.334 1.5 0.4 0.8 0.001
C 29.244 -13.752 13.184 -2.0 -3.6 -1.0 0.000
N 28.782 -14.816 13.026 1.0 2.4 0.5 0.000
H 27.282 -12.009 12.092 0.2 -0.2 0.0 0.000
H 28.472 -10.964 11.245 -0.4 0.0 -0.2 0.000
H 27.311 -10.294 12.438 0.0 0.0 -0.4 0.000
H 28.437 -11.111 14.217 0.3 -0.1 0.4 0.019
H 29.658 -10.379 13.179 0.1 0.0 0.3 0.000
H 30.261 -12.502 14.344 0.6 -0.1 0.1 0.000
H 30.696 -12.410 12.647 0.0 0.0 -0.1 0.000
C 23.103 -13.067 9.607 0.3 0.5 1.5 0.000
C 21.991 -12.234 10.278 1.4 -0.7 0.9 0.000
C 22.260 -11.942 11.864 -1.0 0.6 -1.4 0.000
C 23.515 -11.219 12.173 -2.3 -1.4 -0.6 0.000
N 24.501 -10.700 12.396 1.5 0.7 0.5 0.000
H 23.203 -13.975 10.203 0.0 -0.5 -0.5 0.000
H 24.044 -12.545 9.777 0.2 0.1 -0.3 0.000
H 22.984 -13.236 8.537 -0.2 -0.1 0.2 0.000
H 21.079 -12.827 10.215 -0.3 0.6 0.0 0.000
H 21.976 -11.291 9.732 -0.7 0.1 0.4 0.000
H 22.073 -12.738 12.585 0.7 -0.8 -0.5 0.000
H 21.392 -11.354 12.162 0.2 0.8 -0.1 0.000
C 22.233 -11.997 21.134 1.0 -0.5 2.1 0.000
C 20.824 -11.843 20.676 0.4 -1.0 -1.5 0.000
C 20.772 -11.175 19.327 -0.7 2.2 -1.0 0.000
C 21.268 -11.750 18.077 2.0 -2.5 -3.2 0.000
N 21.693 -12.214 17.065 -1.5 1.8 3.9 0.000
H 22.939 -12.646 20.614 -0.3 0.4 -0.9 0.000
H 22.265 -12.498 22.101 -0.4 -0.1 0.3 0.000
H 22.675 -11.040 21.410 0.2 0.2 -0.6 0.000
H 20.268 -11.217 21.374 -0.2 -0.4 -0.1 0.000
H 20.370 -12.812 20.469 -0.3 -0.1 0.9 0.000
H 21.260 -10.202 19.380 0.3 0.2 0.1 0.000
H 19.755 -10.867 19.086 -0.3 -0.2 0.0 0.000
C 20.731 -19.001 19.294 0.7 -1.2 -1.2 0.000
C 20.231 -18.084 20.340 0.0 0.2 0.4 0.000
C 21.144 -16.883 20.615 0.3 0.2 -0.1 0.000
C 22.144 -16.587 19.540 -3.8 -1.0 4.1 0.000
N 22.867 -16.376 18.716 3.0 0.9 -3.3 0.000
H 20.115 -19.895 19.196 -0.4 0.3 -0.4 0.000
H 21.702 -19.463 19.467 0.3 0.3 0.7 0.000
H 20.909 -18.500 18.342 -0.6 -0.1 -0.2 0.000
H 20.104 -18.661 21.256 -0.2 0.3 0.1 0.000
H 19.287 -17.603 20.083 -0.3 -0.7 -0.2 0.000
H 21.648 -17.012 21.573 0.3 0.2 -0.2 0.000
H 20.425 -16.070 20.709 0.7 0.6 0.1 0.000
C 25.617 -17.254 21.038 0.8 -1.7 0.5 0.000
C 25.730 -18.520 22.006 1.0 1.4 -0.8 0.000
C 26.887 -19.524 21.616 -2.6 -0.4 0.5 0.000
C 28.199 -19.047 21.758 0.9 0.6 -0.5 0.000
N 29.291 -18.722 21.800 1.0 0.5 0.2 0.000
H 25.695 -17.727 20.060 -0.9 0.7 -0.5 0.000
H 26.445 -16.545 21.067 0.4 -0.3 0.5 0.000
H 24.746 -16.653 21.302 -0.3 -0.4 -0.6 0.000
H 24.786 -19.064 21.972 0.1 0.1 0.2 0.000
H 25.895 -18.051 22.976 0.0 -0.8 0.4 0.000
H 26.728 -19.946 20.624 0.1 0.3 -0.3 0.000
H 26.866 -20.416 22.243 -0.4 0.0 0.3 0.000
N 27.358 -17.919 16.013 0.5 -1.4 -0.6 0.002
C 28.690 -17.804 15.720 -0.4 1.2 -2.7 0.000
C 29.283 -17.168 16.740 1.6 -0.5 1.6 0.000
C 28.404 -17.269 17.835 -0.4 1.0 0.5 0.003
C 27.221 -17.739 17.339 -1.3 1.0 1.3 -0.001
H 26.626 -18.052 15.330 0.2 -0.5 0.3 0.000
H 29.083 -18.064 14.748 -0.2 0.2 -0.1 0.000
H 30.302 -16.831 16.859 0.1 -0.4 -0.4 0.000
H 28.626 -16.902 18.826 -0.2 -0.4 0.2 -0.001
H 26.266 -17.851 17.832 0.0 0.0 -0.1 0.000
N 30.588 -12.595 17.307 -2.0 0.4 2.4 -0.073
C 30.237 -11.291 17.453 -0.1 1.2 -1.9 0.371
C 29.258 -11.080 18.461 0.9 -0.1 -0.5 0.087
C 29.052 -12.291 18.974 -0.6 -1.5 1.4 0.183
C 29.876 -13.272 18.316 0.8 0.7 -1.2 0.333
H 31.119 -13.041 16.573 0.3 0.2 0.1 0.002
H 30.496 -10.516 16.747 0.6 -0.2 -0.1 0.022
H 28.744 -10.217 18.858 0.5 0.4 -0.6 0.002
H 28.364 -12.334 19.805 0.1 -1.1 0.1 0.001
H 30.083 -14.325 18.433 -0.4 -0.1 0.3 0.057
N 27.346 -17.031 7.994 -0.8 0.2 1.6 0.000
C 27.730 -16.881 9.324 1.7 -1.0 -0.5 0.000
C 28.688 -17.908 9.553 -1.1 1.9 0.4 0.000
C 28.795 -18.681 8.403 -1.0 -0.2 -0.5 0.000
C 27.847 -18.176 7.504 2.1 -0.3 -0.9 0.000
H 26.841 -16.392 7.398 -0.2 -0.1 0.6 0.000
H 27.449 -16.067 9.975 -0.1 0.0 -0.4 0.000
H 29.343 -17.997 10.407 -0.3 0.0 0.2 0.000
H 29.499 -19.497 8.342 -0.4 -0.1 -0.5 0.000
H 27.716 -18.337 6.444 0.0 -0.5 0.1 0.000
```
Positions in Å, forces in eV/Å.

Output
E_LUMO (alpha / beta) ... -5.9 / -9.4 eV
Orbital gap (alpha / beta) ... 5.0 / 1.5 eV
⟨S²⟩ ... 0.7635
Charge ... +2
HOMO energy (alpha / beta) ... -10.9 / -10.9 eV
Spin multiplicity ... 2
Calculated total energy ... -2133.3724 Eh

Among the records above, which one has the highest ⟨S²⟩? C40H70N10O8P2V2

Which value of ⟨S²⟩ does entry 1 give? 12.0175

Number 2 is which compound? C40H70N9O